{"formula": "C4HCl3", "method": "the ωB97M-V functional and the def2-TZVPD basis", "species": ["C", "C", "C", "C", "Cl", "Cl", "Cl", "H"], "positions_angstrom": [[1.891617, -1.260328, 0.413794], [0.651663, -1.274026, 0.451174], [-0.603889, -0.901389, 0.314992], [-0.726071, 1.741756, -0.092468], [-2.010659, -1.464141, 0.926520], [0.277267, 2.250103, -1.339633], [-2.307473, 1.901561, -0.701208], [2.827544, -0.993536, 0.026828]], "atomic_forces_ev_per_a": [[-1.704, -0.454, 0.173], [2.096, 0.211, 0.123], [-0.896, 0.821, -0.923], [-0.281, -0.271, 0.572], [-0.328, -0.347, 0.507], [1.222, 0.113, -0.581], [-0.969, -0.161, 0.192], [0.859, 0.088, -0.064]], "nbo_charge": [-0.069, -0.212, -0.042, -0.134, 0.154, 0.047, 0.025, 0.231], "largest_force_ev_per_a": 2.1, "charge": 0, "gap_ev": [6.60, 6.71], "spin_multiplicity": 1, "total_energy_ev": -41723.1926}

{"formula": "C17H39N5O22", "method": "the ωB97M-V functional and the def2-TZVPD basis", "species": ["C", "N", "O", "O", "H", "H", "H", "C", "N", "O", "O", "H", "H", "H", "C", "N", "O", "O", "H", "H", "H", "C", "N", "O", "O", "H", "H", "H", "C", "N", "O", "O", "H", "H", "H", "C", "O", "C", "O", "O", "C", "H", "H", "H", "H", "H", "H", "C", "O", "C", "O", "O", "C", "H", "H", "H", "H", "H", "H", "C", "O", "C", "O", "O", "C", "H", "H", "H", "H", "H", "H", "C", "O", "C", "O", "O", "C", "H", "H", "H", "H", "H", "H"], "positions_angstrom": [[1.772104, -8.815769, -1.409405], [0.823454, -9.153009, -0.301605], [0.028684, -8.270359, 0.130755], [1.039604, -10.257319, 0.098365], [1.558664, -9.364539, -2.326685], [2.779724, -9.025119, -1.050275], [1.506394, -7.759799, -1.458615], [4.092974, -2.799109, -8.534435], [2.737534, -2.533849, -8.134325], [2.520254, -1.692229, -7.229055], [1.803764, -2.988609, -8.800165], [4.454844, -2.045069, -9.233425], [4.248524, -3.704139, -9.121635], [4.738804, -2.845399, -7.657585], [-0.280156, -0.073029, 6.508075], [-1.633686, 0.611761, 6.721445], [-2.499306, 0.118781, 6.013785], [-1.632896, 1.740691, 7.278675], [0.454864, 0.410781, 7.151315], [-0.053156, -0.018369, 5.443375], [-0.381676, -1.091709, 6.882355], [4.051534, 3.664721, 2.933175], [4.399674, 2.932711, 4.188065], [5.566204, 2.649141, 4.363385], [3.435724, 2.830381, 4.927845], [3.782404, 2.818521, 2.301025], [4.898964, 4.227731, 2.542055], [3.189454, 4.277441, 3.196785], [-4.060906, -4.031469, -3.016615], [-4.221366, -5.384649, -2.471495], [-3.421176, -6.228459, -2.811445], [-5.218196, -5.540219, -1.818895], [-3.724466, -3.410939, -2.186035], [-4.975946, -3.573459, -3.392145], [-3.457056, -4.029639, -3.924065], [-5.444656, 9.600741, 6.569495], [-4.804736, 8.598381, 5.771345], [-3.464216, 8.619631, 5.568315], [-2.673166, 9.355631, 6.144415], [-3.223036, 7.697461, 4.631665], [-1.840236, 7.335801, 4.466385], [-6.477736, 9.270941, 6.679405], [-5.418586, 10.624991, 6.197585], [-4.970916, 9.681461, 7.547835], [-1.667346, 6.812751, 3.525835], [-1.427056, 6.795771, 5.318295], [-1.229516, 8.223911, 4.303975], [0.675314, -2.364519, -1.704195], [0.325304, -1.050819, -1.477235], [0.010274, -0.592469, -0.251985], [0.041774, -1.152479, 0.847965], [-0.110886, 0.749381, -0.373045], [-0.441776, 1.557201, 0.759705], [1.700034, -2.512359, -1.363325], [0.688914, -2.574679, -2.773655], [0.035804, -3.068279, -1.171435], [0.173924, 1.434081, 1.650695], [-1.507896, 1.624491, 0.976405], [-0.339376, 2.556561, 0.336755], [5.475974, -7.019009, -5.682345], [5.712154, -7.074529, -4.314025], [6.090374, -5.978109, -3.629785], [6.654254, -5.037069, -4.150755], [5.900114, -6.141959, -2.316445], [6.384024, -5.114439, -1.504455], [4.562614, -6.513089, -5.995285], [5.419934, -8.043609, -6.049995], [6.271804, -6.572739, -6.278655], [5.975434, -4.133219, -1.746025], [7.417844, -4.926339, -1.794155], [6.366144, -5.351889, -0.440785], [-5.212466, 2.889051, -0.650725], [-4.528976, 4.168151, -0.684365], [-5.050586, 5.251381, -0.251385], [-6.095996, 5.434041, 0.281405], [-4.128526, 6.240751, -0.284435], [-4.460176, 7.593801, -0.166295], [-4.544226, 2.229111, -0.097525], [-5.398596, 2.336401, -1.571615], [-6.129096, 2.939441, -0.063065], [-3.702766, 8.226601, -0.628885], [-4.637436, 7.867101, 0.873885], [-5.276186, 7.860151, -0.838085]], "atomic_forces_ev_per_a": [[-0.895, 1.824, 0.276], [-0.109, 1.597, -0.222], [1.787, -2.569, -0.940], [-1.218, -1.117, 1.545], [-0.233, -0.011, 0.330], [-0.229, 0.144, -0.052], [0.912, 0.144, -0.938], [2.173, -0.692, -0.370], [-3.532, 2.194, 0.420], [1.264, -1.845, -1.307], [1.505, -0.200, 0.558], [-0.360, 0.537, 0.419], [-0.842, -0.267, 0.350], [-0.197, 0.267, -0.045], [-0.246, 0.086, 1.553], [1.467, 1.988, -1.646], [-0.227, 0.693, 1.437], [-0.608, -2.948, -0.824], [-0.093, 0.244, -0.356], [-0.136, -0.024, 0.271], [-0.147, -0.030, -0.454], [-0.088, -0.595, -0.099], [-0.136, 2.130, -0.278], [-0.687, -0.612, 0.522], [0.939, -1.046, 0.565], [-0.150, 0.464, -0.534], [-0.089, -0.256, 0.171], [0.197, -0.099, -0.354], [0.250, 1.413, -0.782], [-0.564, 0.226, -1.583], [0.133, -0.138, 0.433], [-0.383, -0.632, 0.956], [0.392, 0.016, -0.321], [-0.537, -0.648, 0.630], [0.721, -0.234, 0.660], [0.390, 0.032, 0.791], [0.397, 0.259, -0.530], [-0.241, 1.294, 1.120], [-1.092, -1.350, -1.069], [0.718, -0.318, 0.168], [0.799, 0.906, -0.460], [0.190, 0.019, -0.072], [0.138, -0.232, -0.733], [0.000, -0.338, 0.094], [-0.829, -0.490, 0.235], [-0.351, -0.088, -0.028], [-0.125, 0.304, 0.471], [0.924, -1.702, 0.462], [-1.307, 1.915, 0.518], [1.553, 0.303, 2.347], [-0.487, 0.319, -2.754], [-0.481, -0.799, -0.248], [-0.380, 1.197, -0.711], [0.081, -0.185, 0.165], [-0.383, 0.313, 0.063], [-0.083, 0.013, -0.074], [-0.056, -0.374, -0.263], [-0.110, -1.123, 0.276], [0.723, 0.138, 0.229], [0.333, -0.107, -1.967], [-0.604, -0.034, 1.945], [1.360, 0.472, -1.106], [-0.844, -0.370, 0.581], [-1.070, -1.143, -0.835], [1.797, 1.617, -0.177], [-0.217, 0.121, 0.576], [-0.148, -0.063, 0.359], [0.318, 0.274, 0.452], [-0.817, -0.200, 0.248], [0.366, -0.275, 0.282], [-0.506, -0.296, -0.365], [0.052, -0.335, 1.671], [1.047, -2.636, -2.041], [0.024, 2.894, 1.871], [-1.984, -0.425, 0.060], [1.644, -1.181, -1.244], [-0.871, 0.786, -0.481], [0.112, 0.119, 0.108], [0.147, 1.132, -0.589], [-0.034, 0.342, -0.205], [0.786, -0.506, 0.515], [-0.161, 0.103, -0.165], [-0.750, -0.301, 0.524]], "mulliken_charge": [-0.639, 0.844, -0.515, -0.504, 0.264, 0.269, 0.281, -0.663, 0.779, -0.492, -0.491, 0.296, 0.290, 0.281, -0.580, 0.752, -0.467, -0.490, 0.292, 0.223, 0.270, -0.688, 0.872, -0.519, -0.513, 0.267, 0.291, 0.290, -0.728, 0.875, -0.517, -0.510, 0.269, 0.308, 0.304, -0.639, -0.293, 0.743, -0.562, -0.243, -0.694, 0.232, 0.293, 0.299, 0.244, 0.300, 0.320, -0.637, -0.267, 0.761, -0.571, -0.293, -0.652, 0.279, 0.234, 0.311, 0.288, 0.267, 0.276, -0.688, -0.297, 0.773, -0.566, -0.274, -0.668, 0.302, 0.261, 0.310, 0.295, 0.303, 0.249, -0.617, -0.297, 0.804, -0.545, -0.325, -0.663, 0.178, 0.290, 0.336, 0.258, 0.270, 0.312], "smiles": "C[N+](=O)[O-].C[N+](=O)[O-].C[N+](=O)[O-].C[N+](=O)[O-].C[N+](=O)[O-].COC(=O)OC.COC(=O)OC.COC(=O)OC.COC(=O)OC", "largest_force_ev_per_a": 4.2, "charge": 0, "gap_ev": 10.17, "spin_multiplicity": 1, "total_energy_ev": -70739.1327}

{"formula": "C3ClF3O", "method": "the ωB97M-V functional and the def2-TZVPD basis", "species": ["C", "C", "C", "O", "F", "F", "F", "Cl"], "positions_angstrom": [[0.023539, 0.770259, -0.670391], [0.285882, -0.456488, -1.440665], [-0.164766, 0.230921, 1.851322], [0.969298, -1.354886, -1.029516], [-0.476223, -0.557160, -2.558830], [-0.572098, 1.276292, 2.455165], [-0.982405, -0.752229, 2.096596], [1.005311, 2.028664, -0.835579]], "atomic_forces_ev_per_a": [[-1.617, -1.314, 0.010], [0.955, -0.843, 0.665], [1.444, -1.021, -1.070], [-0.933, 1.032, -0.723], [0.367, 0.193, 0.543], [-0.923, 0.442, 0.611], [-0.350, 0.570, 0.253], [1.056, 0.942, -0.288]], "nbo_charge": [-0.133, 0.708, 0.681, -0.507, -0.321, -0.311, -0.321, 0.204], "largest_force_ev_per_a": 2.1, "charge": 0, "gap_ev": 7.72, "spin_multiplicity": 1, "total_energy_ev": -25827.7054}

{"formula": "C30H45HgNO2P2", "method": "the ωB97M-V functional and the def2-TZVPD basis", "species": ["P", "P", "C", "C", "H", "H", "H", "H", "C", "H", "H", "H", "C", "H", "H", "H", "C", "H", "H", "H", "C", "H", "H", "H", "Hg", "C", "C", "C", "C", "C", "C", "C", "C", "C", "H", "H", "H", "H", "H", "H", "H", "H", "H", "H", "H", "H", "H", "H", "H", "C", "C", "C", "C", "C", "C", "N", "C", "C", "C", "C", "C", "C", "C", "O", "O", "C", "C", "H", "H", "H", "H", "H", "H", "H", "H", "H", "H", "H", "H", "H", "H"], "positions_angstrom": [[0.261677, -2.123091, -1.995928], [-0.202221, 1.604038, -1.016967], [-0.062222, -0.572565, -2.967817], [0.475462, 0.800808, -2.498563], [-1.138566, -0.567837, -3.203602], [0.469115, -0.758773, -3.897062], [1.583339, 0.780256, -2.492370], [0.115535, 1.559664, -3.199412], [-1.868914, 2.255571, -1.289630], [-2.249315, 2.581699, -0.307665], [-2.546821, 1.471149, -1.666026], [-1.860183, 3.105900, -1.992670], [1.006431, 2.745198, -0.389939], [0.872364, 3.734216, -0.838682], [2.018735, 2.390926, -0.608754], [0.883054, 2.794292, 0.694102], [-0.866927, -3.534261, -2.171565], [-0.707058, -4.212093, -1.314174], [-0.686389, -4.092327, -3.102127], [-1.916728, -3.200227, -2.146414], [2.007031, -2.599374, -2.156020], [2.657455, -1.711078, -2.114309], [2.191664, -3.136906, -3.101212], [2.264520, -3.260658, -1.310992], [-0.379024, -0.611027, -0.089409], [0.549509, 1.149285, -5.379502], [-0.792628, 1.188650, -5.219202], [-1.714178, 0.555081, -6.201174], [-1.335791, -0.886305, -6.639344], [-0.609223, -1.724717, -5.633224], [0.731291, -1.828516, -5.588465], [1.641585, -0.967200, -6.411959], [1.233314, 0.524454, -6.548250], [0.546302, -1.936043, 1.324062], [1.244752, 1.724787, -4.758576], [-1.298845, 1.850430, -4.508990], [-1.776793, 1.167749, -7.121011], [-2.727574, 0.549361, -5.774306], [-2.278695, -1.398419, -6.885936], [-0.762190, -0.827011, -7.574019], [-1.245822, -2.333794, -4.978200], [1.231671, -2.623817, -5.024981], [1.726307, -1.363606, -7.441515], [2.658915, -1.020257, -5.991869], [2.170438, 1.086050, -6.699115], [0.642702, 0.659707, -7.464103], [1.049402, -1.273571, 2.051674], [1.275525, -2.633818, 0.882177], [-0.264869, -2.474475, 1.832653], [3.436757, 0.933550, 5.263388], [2.385459, -0.151903, 5.250769], [2.790418, -1.482029, 5.163965], [1.844728, -2.516847, 5.162156], [0.501243, -2.201526, 5.188237], [0.078994, -0.859005, 5.229909], [-1.301140, -0.664166, 5.189949], [-2.060681, 0.518203, 5.064305], [-2.943464, 0.867592, 6.102504], [-3.551566, 2.117314, 6.092445], [-3.349173, 2.988137, 5.007691], [-2.548548, 2.603708, 3.929484], [-1.907298, 1.369005, 3.967581], [-1.048946, 0.930994, 2.792866], [0.009611, 1.582437, 2.601804], [-1.511353, -0.044061, 2.111241], [1.032374, 0.181055, 5.377064], [0.648071, 1.589938, 5.657110], [3.222958, 1.712302, 4.510370], [3.505157, 1.427006, 6.250467], [4.425940, 0.509891, 5.042684], [3.856880, -1.702477, 5.114028], [2.165969, -3.555862, 5.130969], [-0.265996, -2.988568, 5.172829], [-1.846179, -1.475419, 5.469941], [-3.070225, 0.170033, 6.922542], [-4.179914, 2.410670, 6.934400], [-3.800567, 3.981464, 5.009188], [-2.400069, 3.240370, 3.056235], [0.424699, 2.103686, 4.714416], [-0.226650, 1.666713, 6.317152], [1.465398, 2.130267, 6.132731]], "atomic_forces_ev_per_a": [[-0.561, 1.079, 1.090], [-0.585, -2.972, 1.337], [0.782, -0.565, -0.990], [-0.358, 0.803, -0.433], [0.329, 0.137, 0.034], [-0.545, 0.601, 0.254], [-0.607, 0.275, 0.167], [0.793, -0.612, -0.433], [0.062, 0.916, -0.522], [0.160, -0.101, -0.358], [0.474, 0.212, 0.158], [-0.243, -0.157, 0.249], [0.124, 0.897, 0.081], [0.131, 0.008, 0.091], [-0.258, -0.086, -0.010], [-0.039, 0.009, 0.044], [0.049, -0.437, -1.059], [0.021, 0.439, -0.302], [-0.257, -0.091, 0.200], [0.454, 0.004, 0.011], [0.078, -0.464, -0.368], [-0.341, -0.268, 0.040], [0.126, 0.170, 0.329], [-0.080, 0.319, -0.337], [0.782, 0.231, 3.129], [-1.009, 0.975, -0.227], [1.411, 0.895, -1.021], [-0.651, -0.358, -0.295], [-0.475, 0.247, -0.298], [0.722, -0.870, -0.355], [-0.975, -0.631, -0.893], [0.443, 0.060, -0.333], [0.528, -0.083, -0.511], [0.429, 0.031, 0.702], [-0.561, -0.282, 0.048], [0.453, -0.358, 0.148], [-0.030, -0.099, 0.361], [0.213, -0.028, -0.128], [0.308, 0.079, -0.037], [-0.113, -0.179, 0.296], [0.405, 0.084, -0.185], [-0.400, 0.420, 0.192], [0.039, -0.015, 0.373], [-0.317, -0.013, -0.077], [-0.344, -0.153, -0.123], [0.097, 0.015, 0.259], [-0.199, -0.516, -0.076], [-0.227, 0.090, 0.158], [0.335, 0.036, -0.021], [0.208, 0.184, 0.054], [0.197, -0.224, 0.176], [-0.153, -0.283, -0.120], [0.321, 0.395, 0.093], [-0.165, 0.051, -0.088], [0.311, 0.093, 0.135], [-0.676, -0.455, 0.307], [-0.058, 0.411, 0.427], [0.393, 0.286, -0.555], [-0.121, 0.020, -0.367], [0.042, 0.066, 0.053], [-0.174, -0.258, 0.597], [0.086, -0.444, -0.171], [0.205, -0.381, -0.661], [-0.662, -0.305, -0.506], [-0.093, 1.190, 0.590], [-0.318, -0.900, -0.222], [-0.317, 0.640, 0.005], [0.043, -0.276, 0.313], [-0.043, -0.145, -0.393], [-0.261, 0.088, 0.041], [-0.244, -0.029, -0.030], [-0.063, 0.183, -0.003], [0.380, 0.324, -0.110], [0.317, 0.340, -0.145], [0.002, 0.138, 0.091], [0.119, -0.004, -0.280], [0.013, -0.295, 0.039], [-0.051, -0.042, 0.320], [-0.045, 0.056, 0.206], [0.245, -0.048, -0.220], [-0.013, -0.068, 0.069]], "mulliken_charge": [0.356, 0.387, 1.263, -0.846, 0.494, -1.565, 0.240, -0.080, -1.099, 0.335, 0.331, 0.415, -1.019, 0.394, 0.370, 0.203, -1.230, 0.353, 0.379, 0.352, -1.288, 0.357, 0.418, 0.421, 1.158, -0.114, -0.291, -1.024, -0.876, 0.016, -0.328, -0.903, -0.959, -1.431, 0.538, 0.481, 0.311, 0.404, 0.485, 0.252, 0.372, 0.515, 0.313, 0.378, 0.441, 0.328, 0.244, 0.302, 0.285, -1.736, 0.875, -0.957, -0.750, -0.737, 0.516, 0.127, -0.664, -0.307, -0.646, -0.621, -0.466, 0.882, 0.547, -0.673, -0.788, 1.103, -1.332, 0.273, 0.354, 0.382, 0.317, 0.363, 0.321, 0.268, 0.419, 0.372, 0.376, 0.381, 0.143, 0.299, 0.522], "largest_force_ev_per_a": 3.3, "charge": 0, "gap_ev": 6.23, "spin_multiplicity": 1, "total_energy_ev": -60172.7480}